# 1
ArH24O12 as an isolated structure, computed with the ωB97M-V functional and the def2-TZVPD basis.

Net charge: 0
DFT total energy in eV: -39315.077
Energy relative to the best compared isomer or geometry (same formula, charge and spin) in kcal per mole: 17.8

Last column: Mulliken charge in e.
Geometry (Å):
1 Ar -0.31320 -0.21262 -0.10732  0.027
2 O 1.67537 -1.22391 -2.48404  -0.652
3 H 1.77776 -0.35332 -2.09957  0.325
4 H 1.05061 -1.09882 -3.19837  0.306
5 O 2.86371 -0.65294 2.63546  -0.655
6 H 3.70819 -0.41692 3.01937  0.290
7 H 3.00659 -0.60030 1.69044  0.417
8 O 3.53094 -0.71836 -0.04677  -0.741
9 H 4.10684 -1.15005 -0.67783  0.303
10 H 3.21458 0.06061 -0.50433  0.414
11 O -3.57209 1.07384 -2.12020  -0.693
12 H -3.71932 0.15254 -2.33410  0.321
13 H -3.38959 1.07586 -1.18056  0.380
14 O -1.31880 -3.66440 1.57060  -0.635
15 H -2.19341 -3.27599 1.55012  0.309
16 H -0.84622 -3.22909 0.86108  0.363
17 O -3.45118 0.81778 0.70136  -0.659
18 H -3.11732 0.05011 1.16554  0.292
19 H -2.98155 1.55601 1.08958  0.291
20 O -1.75057 -0.23211 2.86667  -0.678
21 H -2.29413 0.05778 3.59930  0.302
22 H -1.45716 -1.10804 3.11740  0.315
23 O 0.28658 3.36355 -0.52425  -0.555
24 H -0.61019 3.31836 -0.19260  0.262
25 H 0.55399 4.26966 -0.37032  0.266
26 O -1.41543 1.51074 -3.66425  -0.635
27 H -2.00683 1.18217 -2.98711  0.421
28 H -1.99134 1.74984 -4.39047  0.273
29 O 2.40458 1.42931 -1.30255  -0.610
30 H 2.96947 1.99551 -1.82844  0.258
31 H 1.59657 1.93080 -1.19372  0.285
32 O 0.62175 1.00941 3.43436  -0.659
33 H 1.24737 0.29417 3.31916  0.322
34 H -0.22174 0.63332 3.18275  0.420
35 O 0.28781 -3.19871 -0.86855  -0.672
36 H 0.87559 -2.53155 -1.22300  0.360
37 H 0.87176 -3.86425 -0.50482  0.321

Atoms 1-2, force components in eV/Å:
0.0 0.1 0.1
0.1 -0.6 0.0

# 2
A 2-piece molecular cluster, C2H3ClFNO2 overall, computed with the ωB97M-V functional and the def2-TZVPD basis.

Net charge: 0
DFT total energy in eV: -22942.220
Energy relative to the best compared isomer or geometry (same formula, charge and spin) in kcal per mole: 92.4

Last column: Mulliken charge in e.
Geometry (Å):
1 C -0.01814 0.36475 1.36808  -0.821
2 C 0.18778 -0.71807 -0.42233  0.282
3 N 0.00169 0.45071 -1.35063  0.898
4 O -1.15811 0.68215 -1.52953  -0.513
5 O 0.94586 1.10264 -1.65157  -0.537
6 F 1.38187 -1.30085 -0.55851  -0.206
7 Cl -1.10493 -1.86490 -0.46588  -0.098
8 H -0.98414 0.41017 1.20361  0.406
9 H 0.24713 -0.46764 2.14356  0.284
10 H 0.50100 1.34105 1.26320  0.305

Atoms 1-2, force components in eV/Å:
5.1 -3.6 -1.5
0.6 1.6 3.6